Below is a cluster of 4 separate species, C24H55N3O12P3 in total, with properties calculated with ωB97M-V/def2-TZVPD.

Output
lowest unoccupied orbital energy	-4.37	eV
total charge	+1
molecular weight	670.6	g mol⁻¹

```
97
C24H55N3O12P3 | OMol25 | ωB97M-V/def2-TZVPD
C 6.57618 -1.21607 -3.35262
C 5.83112 0.10904 -3.23331
N 4.85180 0.32458 -4.34539
C 3.65496 -0.32519 -4.11506
C 2.75364 0.15834 -3.13768
C 1.61854 -0.56378 -2.95260
C 1.43149 -1.71491 -3.75427
N 2.21808 -2.15462 -4.68608
N 3.32859 -1.40877 -4.81535
H 5.88930 -2.04575 -3.16365
H 7.32817 -1.24159 -2.56488
H 7.03550 -1.34438 -4.33306
H 6.51729 0.95431 -3.23479
H 5.32013 0.13560 -2.27030
H 5.25334 -0.06985 -5.19338
H 2.99109 1.03883 -2.55924
H 0.86492 -0.28627 -2.22773
H 0.53914 -2.30683 -3.58643
H 3.96537 -1.73303 -5.53443
O -2.68542 4.05945 -1.27033
P -1.28146 3.86390 -0.89218
O -0.32981 4.86119 -1.71835
C -0.74176 6.19932 -2.03532
C -0.25654 7.21029 -1.01792
O -0.83652 2.45803 -1.56191
C -1.79388 1.64027 -2.23187
C -1.87444 1.97771 -3.70939
O -0.41926 3.58516 0.40497
C -0.22009 4.58579 1.42110
C -1.51692 5.16894 1.94700
H -1.82601 6.25235 -2.14452
H -0.30511 6.42677 -3.00788
H -0.74373 7.06806 -0.05156
H -0.49195 8.21984 -1.35609
H 0.82239 7.13676 -0.87764
H -2.77387 1.71498 -1.76303
H -1.46480 0.60491 -2.10595
H -1.90757 3.05485 -3.86682
H -2.75927 1.52862 -4.16135
H -0.99378 1.60476 -4.23959
H 0.45543 5.35603 1.04418
H 0.30969 4.08535 2.23007
H -2.17858 5.48688 1.13601
H -1.30758 6.03198 2.57878
H -2.05609 4.43362 2.54407
O -5.19165 0.38223 1.42573
P -5.69636 1.36733 2.39492
O -7.30354 1.35850 2.40736
C -8.05514 0.15285 2.23383
C -8.44084 -0.48553 3.55242
O -5.40321 2.81672 1.76829
C -4.67154 2.96065 0.54744
C -5.59784 2.95943 -0.65340
O -5.37458 1.88311 3.86277
C -5.60753 1.08374 5.03202
C -4.94483 -0.27889 4.97200
H -7.50891 -0.55512 1.60820
H -8.95872 0.43582 1.69339
H -7.56537 -0.86406 4.08309
H -9.10619 -1.33154 3.37550
H -8.95535 0.22875 4.19574
H -3.91512 2.17949 0.46225
H -4.14436 3.90808 0.60411
H -6.34814 2.17261 -0.57175
H -5.03503 2.81890 -1.57562
H -6.13256 3.90775 -0.72193
H -6.68145 1.01045 5.21336
H -5.19659 1.65140 5.86564
H -5.16361 -0.79586 4.03386
H -5.29389 -0.89937 5.79757
H -3.86194 -0.18324 5.05324
O 4.33603 -5.80043 -0.36761
P 4.31564 -4.66008 0.55720
O 3.39494 -4.97216 1.82670
C 3.33314 -6.28069 2.41750
C 4.29441 -6.43661 3.57629
O 3.42786 -3.51802 -0.17973
C 2.94836 -3.71920 -1.49883
C 1.57370 -4.36278 -1.50632
O 5.31181 -3.57197 1.13536
C 6.33383 -3.89948 2.09600
C 7.23762 -5.03111 1.64875
H 3.50646 -7.05121 1.66495
H 2.31142 -6.40017 2.77673
H 5.33244 -6.41200 3.23976
H 4.13304 -7.39777 4.06493
H 4.14883 -5.64662 4.31348
H 3.65879 -4.30643 -2.08293
H 2.89785 -2.73115 -1.96201
H 1.52388 -5.19113 -0.80237
H 1.32129 -4.73348 -2.50174
H 0.81002 -3.64138 -1.20393
H 5.86958 -4.10055 3.06275
H 6.92134 -2.99179 2.22397
H 6.66566 -5.89568 1.30099
H 7.87274 -5.34832 2.47548
H 7.88185 -4.70942 0.83042
```

Want to see where the charge sits? The Mulliken charges in e are:
1. C -1.03
2. C -0.40
3. N -0.25
4. C 0.13
5. C -0.09
6. C -0.23
7. C -0.55
8. N -0.86
9. N 0.35
10. H 0.24
11. H 0.38
12. H 0.33
13. H 0.34
14. H 0.31
15. H 0.32
16. H 0.62
17. H 0.47
18. H 0.60
19. H 0.25
20. O -0.69
21. P 0.84
22. O -0.26
23. C -0.17
24. C -1.05
25. O -0.28
26. C 0.29
27. C -1.10
28. O -0.35
29. C -0.16
30. C -1.10
31. H 0.24
32. H 0.36
33. H 0.20
34. H 0.41
35. H 0.26
36. H -0.24
37. H 0.35
38. H 0.25
39. H 0.40
40. H 0.25
41. H 0.24
42. H 0.31
43. H 0.35
44. H 0.39
45. H 0.31
46. O -0.74
47. P 1.07
48. O -0.28
49. C -0.27
50. C -1.04
51. O -0.45
52. C 0.06
53. C -1.20
54. O -0.34
55. C -0.18
56. C -1.09
57. H 0.32
58. H 0.35
59. H 0.20
60. H 0.41
61. H 0.26
62. H 0.27
63. H 0.12
64. H 0.34
65. H 0.25
66. H 0.32
67. H 0.23
68. H 0.31
69. H 0.35
70. H 0.37
71. H 0.33
72. O -0.72
73. P 0.87
74. O -0.30
75. C -0.28
76. C -1.04
77. O -0.41
78. C 0.49
79. C -1.24
80. O -0.31
81. C -0.18
82. C -1.08
83. H 0.33
84. H 0.35
85. H 0.21
86. H 0.41
87. H 0.27
88. H 0.35
89. H -0.25
90. H 0.34
91. H 0.35
92. H 0.31
93. H 0.23
94. H 0.30
95. H 0.36
96. H 0.37
97. H 0.33

=====

Below is a structure of composition C24H56CdO13S9Tl, with properties calculated with ωB97M-V/def2-TZVPD.

Output
lowest unoccupied orbital energy	-12.15	eV
total charge	+3
molecular weight	1158.1	g mol⁻¹

```
104
C24H56CdO13S9Tl | OMol25 | ωB97M-V/def2-TZVPD
Cd 3.79675 0.01721 2.47946
Tl -3.28651 0.70325 -3.50926
C 1.12699 0.14175 -0.86912
C -0.20187 0.31822 -1.42399
C -1.39604 -0.01286 -0.48556
O -2.53375 0.32053 -0.79642
C -1.14377 -0.71301 0.73160
C 0.18804 -0.90757 1.17784
C 1.34681 -0.40055 0.36140
O 2.54466 -0.45584 0.86025
O 0.39361 -1.66291 2.13162
O -0.44899 0.81103 -2.49741
H 1.96317 0.54757 -1.42646
H -1.99556 -1.07454 1.29242
C 0.73662 0.41574 7.07603
S -0.64269 -0.76852 6.93513
O -1.85047 0.07365 7.10407
C -0.46259 -1.11692 5.16021
H 1.62360 0.05118 6.54382
H 1.00132 0.53632 8.12268
H 0.47697 1.36497 6.60720
H -0.64829 -0.21872 4.57012
H -1.08943 -1.94603 4.84152
H 0.56591 -1.43219 4.95515
C -6.97788 2.54078 -0.83804
S -6.43790 0.85485 -0.83004
O -5.58061 0.61776 -2.04141
C -5.35071 0.82479 0.60897
H -7.89357 2.61474 -1.42027
H -6.19071 3.14545 -1.29874
H -7.12314 2.94520 0.16300
H -5.91208 1.16067 1.47926
H -4.46569 1.44926 0.48276
H -5.05858 -0.22116 0.67825
C 3.33193 -4.20607 0.40872
S 3.35081 -4.66818 -1.33020
O 2.24620 -5.64712 -1.56643
C 2.75334 -3.09615 -2.04964
H 3.97023 -3.32294 0.51941
H 3.69659 -4.96877 1.09318
H 2.31836 -3.92937 0.71730
H 2.05531 -2.57638 -1.39770
H 2.34578 -3.34919 -3.02279
H 3.66063 -2.49660 -2.15969
C -3.54726 5.45201 -0.74936
S -3.01177 3.72473 -0.63155
O -3.64114 3.07847 -1.83260
C -1.24218 3.88569 -0.98285
H -4.62456 5.38887 -0.87946
H -3.02103 5.93283 -1.57129
H -3.37650 6.03288 0.15864
H -1.02244 3.07662 -1.68137
H -0.57987 3.75520 -0.12918
H -1.08024 4.85150 -1.45830
C 3.10240 2.68268 -2.95637
S 3.83310 1.02191 -3.05347
O 4.55883 0.86505 -4.33439
C 5.07470 1.26623 -1.76067
H 3.83265 3.42683 -3.27200
H 2.85248 2.88228 -1.91078
H 2.19315 2.69581 -3.55159
H 5.91978 0.59607 -1.92051
H 4.61547 1.02443 -0.79954
H 5.52075 2.26258 -1.72850
C -1.49844 -4.08178 -4.38470
S -0.84631 -2.71656 -3.39647
O -1.97635 -1.72799 -3.29160
C -0.72823 -3.62418 -1.84338
H -1.78476 -3.66229 -5.34639
H -2.38211 -4.42003 -3.84372
H -0.80125 -4.90706 -4.51363
H 0.13876 -4.28809 -1.91418
H -1.57912 -4.29617 -1.69921
H -0.70840 -2.97221 -0.97117
C 0.08337 1.15891 -7.53428
S 0.04387 1.09264 -5.73243
O -1.31910 0.51414 -5.38827
C 1.22602 -0.22685 -5.46747
H -0.17575 0.19211 -7.96691
H 1.11471 1.37610 -7.82222
H -0.59187 1.91169 -7.93009
H 1.18303 -1.03277 -6.19862
H 1.04836 -0.64381 -4.47676
H 2.23378 0.19603 -5.44926
C -1.84668 4.09331 4.37091
S -2.47565 2.43539 4.02009
O -3.82086 2.68986 3.44190
C -1.38505 1.91764 2.65487
H -1.44063 4.58542 3.48852
H -1.10853 4.11845 5.17472
H -2.71189 4.62774 4.76162
H -1.88368 2.27875 1.75156
H -1.58911 0.84509 2.72598
H -0.30850 2.04904 2.72483
C 3.31712 -4.35443 4.10713
S 4.50989 -3.01226 3.83366
O 3.78546 -1.73214 3.37712
C 4.90551 -2.72704 5.55163
H 3.78480 -5.32232 3.93171
H 2.56980 -4.23918 3.31709
H 2.86566 -4.27592 5.09124
H 4.08178 -2.23059 6.06845
H 5.76940 -2.07115 5.66862
H 5.14187 -3.68351 6.01601
```

Mulliken atomic charge list, values in e, 99 entries:
1. Cd 1.01
2. Tl 1.28
3. C 0.45
4. C 0.80
5. C 0.62
6. O -0.38
7. C -0.86
8. C 1.20
9. C -0.24
10. O -0.35
11. O -0.62
12. O -0.60
13. H -0.51
14. H 0.25
15. C -0.66
16. S 0.48
17. O -0.56
18. C -0.21
19. H 0.12
20. H 0.36
21. H 0.21
22. H -0.20
23. H 0.42
24. H 0.09
25. C -0.75
26. S 0.45
27. O -0.45
28. C -0.56
29. H 0.40
30. H 0.08
31. H 0.39
32. H 0.53
33. H -0.15
34. H 0.35
35. C -0.85
36. S 0.41
37. O -0.61
38. C -0.47
39. H 0.26
40. H 0.45
41. H 0.21
42. H -0.32
43. H 0.33
44. H 0.50
45. C -1.24
46. S 0.67
47. O -0.58
48. C -0.56
49. H 0.38
50. H 0.41
51. H 0.38
52. H -0.14
53. H 0.28
54. H 0.48
55. C -0.97
56. S 0.73
57. O -0.68
58. C -0.97
59. H 0.50
60. H 0.31
61. H 0.20
62. H 0.42
63. H 0.09
64. H 0.39
65. C -1.32
66. S 0.81
67. O -0.65
68. C -0.85
69. H 0.41
70. H 0.42
71. H 0.42
72. H 0.35
73. H 0.54
74. H -0.06
75. C -1.14
76. S 0.56
77. O -0.63
78. C -0.49
79. H 0.35
80. H 0.43
81. H 0.40
82. H 0.44
83. H -0.24
84. H 0.39
85. C -0.96
86. S 0.65
87. O -0.62
88. C -0.22
89. H 0.28
90. H 0.34
91. H 0.38
92. H -0.23
93. H -0.21
94. H 0.56
95. C -0.91
96. S 0.55
97. O -0.31
98. C -1.03
99. H 0.44